(1)
C15H31IrN3O8S | ωB97M-V with the def2-TZVPD basis set

Cartesian coordinates (Å):
Ir1 1.3199 1.8708 0.1969
C1 1.1498 -0.3732 2.5166
O1 1.3146 1.0098 2.0611
C2 1.5596 1.9885 3.1206
C3 1.1266 3.3338 2.5916
O2 1.8194 3.4772 1.2970
C4 1.5038 4.6796 0.4870
C5 2.0141 4.3849 -0.9091
O3 1.3311 3.1605 -1.3624
C6 1.5699 2.8274 -2.7825
H1 2.0026 -0.6297 3.1423
H2 1.1276 -1.0045 1.6368
H3 0.2173 -0.4423 3.0724
H4 2.6216 1.9634 3.3640
H5 0.9802 1.7086 4.0005
H6 1.4147 4.1587 3.2432
H7 0.0506 3.3747 2.4029
H8 2.0036 5.5378 0.9352
H9 0.4218 4.8279 0.5037
H10 3.0898 4.1984 -0.9250
H11 1.7711 5.1842 -1.6087
H12 2.6397 2.8748 -2.9761
H13 1.0169 3.5528 -3.3736
H14 1.1787 1.8265 -2.9339
C7 4.4324 1.9535 1.1159
O4 3.4193 1.6432 0.0817
H15 5.3851 2.0459 0.6004
H16 4.4595 1.1507 1.8485
H17 4.1536 2.9004 1.5611
H18 3.6883 0.8250 -0.3624
C8 -2.8635 -6.2247 0.6755
C9 -3.4052 -5.8396 -0.6928
S1 -2.4337 -4.6341 -1.5463
O5 -1.0227 -4.8214 -1.2938
O6 -2.9002 -4.4981 -2.8974
C10 -2.7824 -3.0392 -0.7611
C11 -2.0964 -2.0611 -1.7059
N1 -1.6886 -0.7756 -1.0657
C12 -0.4114 -0.4871 -0.8015
N2 -0.3330 0.7679 -0.2942
C13 -1.6183 1.2941 -0.2786
C14 -2.4368 0.3296 -0.7458
N3 -3.8856 0.4413 -0.8829
O7 -4.3339 1.5158 -0.5699
O8 -4.4702 -0.5210 -1.3137
C15 0.7320 -1.4090 -1.0381
H19 -3.4156 -7.0871 1.0443
H20 -2.9898 -5.4191 1.3996
H21 -1.8114 -6.4933 0.6098
H22 -4.4162 -5.4306 -0.6573
H23 -3.4071 -6.6783 -1.3939
H24 -2.3014 -3.0762 0.2172
H25 -3.8492 -2.8551 -0.6690
H26 -2.6981 -1.8409 -2.5824
H27 -1.1594 -2.4998 -2.0399
H28 -1.8792 2.2841 0.0533
H29 0.8590 -1.6141 -2.1028
H30 0.5766 -2.3705 -0.5430
H31 1.6587 -0.9660 -0.6691

Values from the calculation:
E = -50547.1095 eV
LUMO (alpha / beta) = -12.803 / -12.864 eV
Energy relative to the best compared isomer or geometry (same formula, charge and spin) = 5.4 kcal/mol
E_HOMO (alpha / beta) = -17.1 / -17.1 eV
Total charge = +3
Gap between HOMO and LUMO (alpha / beta) = 4.3 / 4.2 eV

Atomic partial charges in e from the natural (NBO) method, atoms 1 to 4: atom 1 (Ir): 1.49, atom 2 (C): -0.24, atom 3 (O): -0.55, atom 4 (C): -0.10

***

(2)
C3H9N3O | ωB97M-V with the def2-TZVPD basis set

Cartesian coordinates (Å):
H1 -1.9620 -0.8864 -0.6182
N1 -1.6030 0.0362 -0.8628
N2 -0.9193 -0.0355 -1.9504
O1 -0.1906 0.9449 -2.2491
H2 -0.4834 -0.9644 -2.1811
C1 1.2875 0.5107 -0.4584
C2 0.4394 -0.0086 0.4908
C3 -0.2081 0.8510 1.5397
N3 0.5668 -1.3554 0.8357
H3 1.5207 1.5608 -0.4582
H4 1.9717 -0.1278 -0.9952
H5 -1.2539 0.5614 1.6681
H6 0.3005 0.7443 2.4990
H7 -0.2074 1.8945 1.2335
H8 -0.1763 -1.7552 1.3856
H9 0.9175 -1.9704 0.1209

Values from the calculation:
E = -9770.3632 eV
LUMO (alpha / beta) = 0.250 / 0.250 eV
Energy relative to the best compared isomer or geometry (same formula, charge and spin) = 119.4 kcal/mol
SMILES string = [H]/N=[NH+]/[O-].C=C(C)N
E_HOMO (alpha / beta) = -7.7 / -7.7 eV
Gap between HOMO and LUMO (alpha / beta) = 8.0 / 8.0 eV

Atomic partial charges in e from the natural (NBO) method, atoms 1 to 4: atom 1 (H): 0.32, atom 2 (N): -0.42, atom 3 (N): 0.13, atom 4 (O): -0.39

***

(3)
C11H31ClGdIOP2 | ωB97M-V with the def2-TZVPD basis set

Cartesian coordinates (Å):
C1 -3.2334 -2.7851 -0.8313
I1 -4.2492 -2.9157 0.8957
H1 -3.9799 -3.1000 -1.5922
H2 -2.5205 -3.6375 -0.7990
H3 -2.7760 -1.8484 -1.1894
Gd1 0.0885 1.0344 0.4076
P1 0.3825 -2.8665 1.1881
C2 1.9914 -3.3638 1.8681
C3 -0.6813 -3.1641 2.6812
H4 -0.5009 -4.1749 3.0558
H5 0.3188 -5.2741 1.0315
H6 -1.7397 -2.9933 2.4444
H7 -1.0148 -4.5652 0.0554
H8 2.2059 -2.8256 2.7930
H9 -0.3807 -2.4171 3.4402
C4 0.0411 -4.4700 0.3309
H10 2.0455 -4.4476 2.0356
H11 0.6776 -4.5054 -0.5562
H12 2.7408 -3.0853 1.1120
P2 -1.7230 2.6819 -0.8543
C5 -1.0929 4.3314 -1.2465
C6 -2.6595 2.2028 -2.3525
H13 -3.6497 2.0400 0.4724
H14 -3.7875 3.7260 -0.1182
H15 -2.7122 3.3278 1.2531
C7 -3.1119 2.9756 0.2991
H16 -3.1610 1.2250 -2.1855
H17 -3.4241 2.9657 -2.5963
H18 -1.9142 5.0433 -1.4649
H19 -0.4106 4.2618 -2.1096
H20 -1.9650 2.0894 -3.2136
H21 -0.5141 4.6979 -0.3772
Cl1 -1.7589 -0.5186 0.5064
C8 2.3646 2.4504 1.7935
C9 2.9773 2.1422 0.4122
O1 2.2408 0.9947 -0.1181
C10 2.9204 0.0622 -0.9938
C11 3.0383 0.7135 -2.3699
H22 1.4547 3.0841 1.6910
H23 3.0709 3.0228 2.3774
H24 2.1380 1.5234 2.3689
H25 2.8741 2.9343 -0.3147
H26 4.0168 1.8232 0.4695
H27 3.8952 -0.1134 -0.5205
H28 2.2941 -0.8478 -1.0041
H29 3.4947 1.6977 -2.3243
H30 3.6527 0.0549 -3.0069
H31 2.0367 0.8129 -2.8441

Values from the calculation:
Expectation value of S² = 16.10
E = -73977.5475 eV
LUMO (alpha / beta) = -7.375 / -9.973 eV
Energy relative to the best compared isomer or geometry (same formula, charge and spin) = 0.0 kcal/mol
Spin multiplicity = 8
E_HOMO (alpha / beta) = -13.7 / -13.6 eV
Total charge = +2
Gap between HOMO and LUMO (alpha / beta) = 6.3 / 3.6 eV

Atomic partial charges in e from the Mulliken method, atoms 1 to 4: atom 1 (C): -0.70, atom 2 (I): 0.13, atom 3 (H): 0.41, atom 4 (H): 0.05

***

(4)
C4H10NO | ωB97M-V with the def2-TZVPD basis set

Cartesian coordinates (Å):
C1 -0.8512 -0.3361 -2.1961
C2 -0.6475 0.0935 -0.7442
C3 0.6497 -0.4988 -0.1126
N1 0.4163 -0.6855 1.3033
C4 0.4586 0.7764 2.2774
O1 1.2826 0.7065 3.2382
H1 0.0320 -0.1138 -2.7854
H2 -1.1819 -1.3771 -2.2257
H3 -1.6995 0.2414 -2.5679
H4 -0.6088 1.1831 -0.6267
H5 -1.5189 -0.1971 -0.1489
H6 1.4587 0.2478 -0.2882
H7 0.9091 -1.3196 -0.7872
H8 1.2866 -0.9560 1.7569
H9 0.6564 1.4750 1.4332
H10 -0.6423 0.7603 2.4739

Values from the calculation:
E = -7846.6464 eV
LUMO = 3.912 eV
Energy relative to the best compared isomer or geometry (same formula, charge and spin) = 20.5 kcal/mol
SMILES string = CCCNC[O-]
E_HOMO = -2.8 eV
Total charge = -1
Gap between HOMO and LUMO = 6.8 eV

Atomic partial charges in e from the natural (NBO) method, atoms 1 to 4: atom 1 (C): -0.61, atom 2 (C): -0.40, atom 3 (C): -0.22, atom 4 (N): -0.78

***

(5)
C3H5N3S | ωB97M-V with the def2-TZVPD basis set

Cartesian coordinates (Å):
N1 1.4821 -0.0476 -1.4274
S1 0.8247 -0.1382 -0.0523
N2 1.5910 0.0945 1.3407
C1 -0.3295 1.1783 -0.0183
C2 -1.5587 0.7245 0.0487
N3 -1.7221 -0.7005 -0.1185
C3 -0.6372 -1.3145 -0.0482
H1 2.3920 -0.4381 -1.6333
H2 1.2311 -0.5468 2.0491
H3 -0.0690 2.2351 0.0136
H4 -2.5172 1.3623 0.1245
H5 -0.6870 -2.4092 -0.2786

Values from the calculation:
E = -18492.4891 eV
LUMO = -0.325 eV
Energy relative to the best compared isomer or geometry (same formula, charge and spin) = 124.7 kcal/mol
SMILES string = N=S1(=N)C=CN=C1
E_HOMO = -9.2 eV
Gap between HOMO and LUMO = 8.9 eV

Atomic partial charges in e from the natural (NBO) method, atoms 1 to 4: atom 1 (N): -1.12, atom 2 (S): 1.72, atom 3 (N): -1.09, atom 4 (C): -0.45

***

(6)
C5H14NO2 | ωB97M-V with the def2-TZVPD basis set

Cartesian coordinates (Å):
C1 0.7842 0.8229 1.6920
O1 1.7590 1.6223 1.9714
C2 0.2590 0.9740 0.0496
C3 -1.1928 0.5288 -0.2414
C4 -1.1868 -0.1586 -1.6985
C5 -0.2397 -1.3662 -1.8425
N1 0.6249 2.3463 -0.3905
H1 -0.0076 1.1077 2.4544
H2 1.0307 -0.3347 1.6982
H3 1.0234 0.3593 -0.4736
H4 -2.0012 1.2901 -0.3940
H5 -1.4235 -0.0656 0.6297
H6 -0.8711 0.6725 -2.3750
H7 -2.2199 -0.5271 -1.9518
H8 0.7372 -0.9773 -2.1272
H9 -0.6819 -2.0832 -2.5636
H10 -0.0149 -1.8291 -0.8627
H11 0.2210 2.9829 0.2407
H12 1.6128 2.4858 -0.1169
H13 1.0449 -1.9472 2.4167
H14 -0.0056 -2.9275 1.6395
O2 0.7478 -2.9761 2.2454

Values from the calculation:
E = -10995.7059 eV
LUMO = 3.675 eV
Energy relative to the best compared isomer or geometry (same formula, charge and spin) = 43.8 kcal/mol
E_HOMO = -2.8 eV
Total charge = -1
Gap between HOMO and LUMO = 6.5 eV

Atomic partial charges in e from the natural (NBO) method, atoms 1 to 4: atom 1 (C): 0.02, atom 2 (O): -0.92, atom 3 (C): -0.11, atom 4 (C): -0.42

***

> Number 2 is which compound?

C3H9N3O

***

> energy relative to the best compared isomer or geometry (same formula, charge and spin) of number 1 (C15H31IrN3O8S)?

5.4 kcal/mol